C3H6FNO in the gas phase at a distorted geometry. Source: the Open Molecules 2025 dataset; level of theory: ωB97M-V/def2-TZVPD.

Geometry (Å):
N -1.1999 0.1800 -1.4407
C -0.7542 0.2466 -0.0536
C 0.6891 0.5414 0.2575
O 0.9553 0.9087 1.6862
C 0.2361 -0.8816 0.2535
F 0.3963 -1.4570 1.5584
H -1.0663 0.9767 -2.1190
H -0.7117 -0.5777 -1.9698
H -1.4778 0.5824 0.6934
H 1.3369 1.1211 -0.4834
H 1.1122 -0.0712 2.1038
H 0.4840 -1.5693 -0.4861

Calculated values
LUMO energy (eV): 1.0
HOMO-LUMO gap (eV): 10.4
Total energy (Ha): -347.6769
Largest force on an atom (eV/A): 3.9
Structure (SMILES): N[C@@H]1[C@@H](O)[C@H]1F
2S+1: 1
Energy above the lowest of the compared OMol25 structures with the same formula, charge and spin (kJ/mol): 292.0
E_HOMO (eV): -9.443